No. 1
Entry from the OMol25 dataset: C26H17BBr4F4N6O7Y as an isolated structure (the ωB97M-V functional and the def2-TZVPD basis).

For the LUMO energy, the calculation gives 1.28 eV. The max |F| is 2.939 eV/A. As for the charge: -1. The total energy is -12615.34293 hartree. The highest occupied orbital energy is -5.99 eV.

Geometry (Å):
Y (0.307, -1.010, 0.206)
O (0.307, 4.915, 4.952)
C (-0.728, 4.584, 4.358)
O (-1.817, 5.149, 4.176)
C (-0.599, 3.144, 3.673)
C (-1.658, 2.549, 3.004)
C (-1.457, 1.478, 2.167)
N (-0.232, 0.945, 2.027)
C (0.717, 1.403, 2.807)
C (0.607, 2.497, 3.689)
C (1.925, 0.553, 2.721)
C (2.889, 0.396, 3.690)
C (3.879, -0.601, 3.495)
C (3.885, -1.411, 2.389)
C (2.782, -1.352, 1.496)
N (1.931, -0.276, 1.656)
C (-2.488, 0.876, 1.285)
C (-3.826, 1.294, 1.375)
C (-4.743, 0.813, 0.506)
C (-4.433, -0.142, -0.474)
C (-3.095, -0.588, -0.427)
N (-2.135, -0.036, 0.389)
H (-2.607, 3.060, 3.071)
H (1.399, 2.869, 4.323)
H (2.864, 1.007, 4.585)
H (4.658, -0.740, 4.244)
H (4.673, -2.111, 2.095)
H (3.015, -1.117, -1.236)
H (-4.048, 1.960, 2.235)
H (-5.778, 1.142, 0.600)
H (-5.187, -0.560, -1.094)
H (-2.658, -1.308, -1.063)
C (1.636, 3.372, -1.549)
C (1.501, 1.860, -1.268)
N (0.390, 1.399, -0.757)
O (-0.565, 2.365, -0.762)
C (2.579, 0.842, -1.353)
C (3.969, 1.260, -1.530)
N (2.182, -0.390, -1.338)
O (2.475, -2.127, 0.530)
H (2.634, 3.602, -1.927)
H (1.469, 3.972, -0.596)
H (0.865, 3.566, -2.353)
H (-1.339, 1.964, -0.409)
H (4.132, 1.553, -2.602)
H (4.582, 0.329, -1.420)
H (4.281, 2.061, -0.922)
Br (-0.631, -0.305, -6.904)
C (-0.773, -1.508, -5.457)
C (-0.866, -2.898, -5.717)
Br (-1.024, -3.596, -7.488)
C (-0.902, -3.764, -4.628)
Br (-1.110, -5.642, -4.803)
C (-0.957, -3.259, -3.340)
O (-1.351, -4.145, -2.351)
C (-0.764, -1.945, -2.993)
O (-0.724, -1.561, -1.762)
C (-0.752, -1.034, -4.114)
Br (-0.893, 0.820, -3.767)
F (0.538, -3.951, 2.444)
B (-0.519, -3.532, 1.659)
F (-0.674, -2.105, 1.973)
F (-1.617, -4.265, 1.822)
F (-0.178, -3.375, 0.269)
O (-3.156, -4.862, -1.377)
N (-2.784, -4.082, -2.130)

These are the Löwdin partial charges, in e, on atoms 1 to 5:
1. Y 1.637
2. O -0.041
3. C -0.682
4. O -0.039
5. C -0.076


No. 2
Entry from the OMol25 dataset: C3H4N2O as an isolated structure (the ωB97M-V functional and the def2-TZVPD basis).

For the LUMO energy, the calculation gives 0.80 eV. The max |F| is 3.469 eV/A. The total energy is -301.39069 hartree. The highest occupied orbital energy is -8.02 eV.

Geometry (Å):
N (1.824, 0.108, -0.531)
C (0.662, 0.218, 0.144)
N (-0.072, 1.204, 0.392)
C (-1.324, 0.581, 0.112)
C (-1.335, -0.750, 0.293)
O (-0.087, -1.244, 0.429)
H (2.507, 0.847, -0.407)
H (2.169, -0.832, -0.575)
H (-2.107, 1.210, -0.253)
H (-2.237, -1.344, 0.396)

These are the Löwdin partial charges, in e, on atoms 1 to 5:
1. N 0.173
2. C -0.342
3. N 0.123
4. C -0.150
5. C -0.207


Results for HOMO-LUMO gap: 7.269; 8.814 (in eV, following the order of the records).
Results for relative energy (zero: lowest compared OMol25 entry of this formula, charge and spin): 0.0; 60.6 (in kcal/mol, following the order of the records).